1.
# C5H12NO

An isolated ion of composition C5H12NO and charge +1 (wB97M-V/def2-TZVPD, the Open Molecules 2025 dataset).

CARTESIAN COORDINATES (ANGSTROEM)
O: -1.3573 -1.6446 -1.8969
N: 1.3150 1.7245 1.1801
C: 0.1102 -1.3857 -1.9431
C: -0.4902 0.4932 2.5051
C: -0.5297 0.5489 -0.0286
C: 0.5493 -0.5064 -0.6797
C: 0.0649 0.8142 1.2698
H: 1.3746 2.7217 0.8142
H: -1.4435 0.0708 2.3218
H: 1.4913 -0.0563 -1.0927
H: -0.4875 1.4438 -0.6959
H: 0.9485 -1.1240 0.1720
H: 1.9290 1.0932 0.6434
H: -1.5956 0.1689 0.0786
H: 0.2812 -0.7716 -2.8131
H: 1.8178 1.7084 2.0625
H: 0.0499 0.5170 3.3896
H: -1.4912 -2.0957 -2.7185
H: 0.5510 -2.3759 -1.9870

Properties
Net charge ... +1
Relative energy (zero: lowest compared OMol25 entry of this formula, charge and spin) ... 57.3 kcal/mol
Kohn-Sham gap ... 9.8 eV



2.
# C25H28Cl4FN2O3SZr

C25H28Cl4FN2O3SZr as an isolated structure (wB97M-V/def2-TZVPD, the Open Molecules 2025 dataset).

CARTESIAN COORDINATES (ANGSTROEM)
Zr: 1.4407 -0.1458 -0.1605
Cl: 5.1671 2.6673 4.8046
Cl: 2.7363 1.3696 6.3297
Cl: 5.1972 2.6316 1.6256
Cl: 0.3623 0.0993 4.6543
S: 2.5772 -2.1161 0.2494
F: 1.3253 -0.5517 -2.5098
O: 0.7842 0.2851 1.7267
O: 3.8422 0.5425 -1.8565
O: 2.7875 1.3304 0.4834
N: -0.6228 -0.6515 -0.7023
N: 1.2379 2.0741 -1.6265
C: -1.4761 -3.0975 0.9126
C: -2.3603 0.6392 0.4167
C: -2.1323 -1.7197 0.9403
C: 3.8847 1.9388 2.5281
C: 2.7880 1.3758 4.5987
C: -2.4632 -1.1377 -3.9142
C: -3.7982 -0.3563 2.0785
C: 2.8537 1.3598 1.8117
C: 0.0446 -0.7461 -2.9950
C: -0.4418 -3.2017 2.0375
C: 3.8599 1.9464 3.9281
C: -0.8940 -3.5865 -0.4120
C: 1.7600 0.7892 2.4922
C: -1.9606 1.8781 -0.3631
C: 4.9438 -0.3374 -1.6141
C: -0.9618 -0.7859 -2.0305
C: -3.1260 2.4522 -1.1697
C: -1.4192 -1.0815 -4.8250
C: 1.7348 0.8026 3.8734
C: -1.7216 -0.5965 0.2197
C: -0.1244 -0.8837 -4.3430
C: -3.1738 -1.5693 1.8602
C: -1.3481 2.9412 0.5524
C: -2.2465 -1.0031 -2.5459
C: -3.3818 0.7477 1.3515
H: -0.9175 -3.0689 3.0120
H: -3.8557 1.7098 1.5125
H: 5.7957 -0.0526 -2.2358
H: 0.7395 -0.8419 -4.9933
H: -2.0786 3.3038 1.2813
H: -3.4741 -1.2993 -4.2689
H: -3.9451 2.7679 -0.5187
H: -1.5626 -3.3888 -1.2497
H: 4.6134 -1.3447 -1.8532
H: -4.5929 -0.2698 2.8098
H: -1.1923 1.5722 -1.0723
H: 3.9773 1.3192 -1.2969
H: -3.0749 -1.0594 -1.8510
H: -0.5016 2.5376 1.1112
H: -1.0087 3.8048 -0.0294
H: -0.7498 -4.6694 -0.3502
H: -2.2930 -3.7815 1.1671
H: -1.5954 -1.1929 -5.8862
H: 0.0451 -4.1808 2.0142
H: 0.5831 2.5151 -2.2608
H: 2.0991 1.9059 -2.1421
H: 0.3442 -2.4517 1.9331
H: -2.8023 3.3280 -1.7390
H: -3.5194 1.7158 -1.8738
H: 1.4714 2.7185 -0.8772
H: -3.4780 -2.4399 2.4330
H: 0.0780 -3.1375 -0.6229
H: 5.2204 -0.3219 -0.5599

Properties
Net charge ... -1
Relative energy (zero: lowest compared OMol25 entry of this formula, charge and spin) ... 1.6 kcal/mol
Kohn-Sham gap ... 6.9 eV



E_HOMO: -13.6 -4.6 (eV)
Max |F|: 5.82 1.59 (eV/Å)
Electronic energy: -8908.1450 -100432.7373 (eV)